Record 1
ORCA calculation (wB97M-V/def2-TZVPD) on a molecular structure, C42H58N2O2PS2Tl at a distorted geometry.

gap between HOMO and LUMO (spin up / spin down): 6.04 / 4.67 eV
charge: +2
relative energy (zero: lowest compared OMol25 entry of this formula, charge and spin): 0.00 kcal/mol
molar mass: 922.43 u
largest force on an atom: 1.3 eV/A

Geometry (Å):
Tl1 0.269 -0.357 -1.013
C1 5.914 -0.959 -4.056
C2 4.492 -0.374 -4.112
C3 4.524 1.019 -4.729
C4 3.910 -0.423 -2.717
C5 3.550 -1.653 -2.173
C6 3.210 -1.814 -0.834
C7 2.959 -3.231 -0.351
C8 1.890 -3.943 -1.193
C9 4.254 -4.053 -0.364
C10 3.177 -0.667 0.010
C11 3.447 0.598 -0.560
C12 3.804 0.694 -1.901
C13 3.412 1.849 0.299
C14 2.922 3.082 -0.460
C15 4.782 2.148 0.920
C16 3.227 -0.822 1.509
C17 4.500 -1.181 1.965
C18 4.758 -1.470 3.291
C19 3.723 -1.442 4.211
C20 2.459 -1.070 3.801
C21 2.190 -0.715 2.470
P1 0.477 -0.152 2.133
C22 0.065 1.381 3.166
C23 0.849 2.576 2.608
C24 -1.433 1.677 3.033
C25 0.463 1.201 4.636
C26 -0.717 -1.575 2.491
C27 -0.085 -2.849 1.960
C28 -2.021 -1.314 1.721
C29 -1.038 -1.751 3.978
H1 6.371 -0.933 -5.046
H2 5.911 -1.993 -3.708
H3 6.537 -0.374 -3.377
H4 3.891 -1.027 -4.751
H5 5.166 1.693 -4.157
H6 3.527 1.461 -4.789
H7 4.931 0.965 -5.738
H8 3.592 -2.531 -2.810
H9 2.622 -3.182 0.681
H10 2.240 -4.113 -2.212
H11 0.964 -3.370 -1.259
H12 1.655 -4.915 -0.757
H13 4.619 -4.197 -1.383
H14 4.083 -5.036 0.077
H15 5.036 -3.556 0.210
H16 4.037 1.671 -2.302
H17 2.710 1.640 1.110
H18 3.702 3.476 -1.113
H19 2.660 3.874 0.242
H20 2.047 2.866 -1.073
H21 5.517 2.327 0.133
H22 5.140 1.327 1.540
H23 4.726 3.045 1.539
H24 5.303 -1.227 1.240
H25 5.761 -1.731 3.602
H26 3.896 -1.703 5.246
H27 1.665 -1.065 4.532
H28 0.621 2.762 1.560
H29 1.925 2.449 2.741
H30 0.556 3.463 3.172
H31 -1.750 1.722 1.991
H32 -1.614 2.663 3.466
H33 -2.052 0.966 3.578
H34 1.545 1.184 4.759
H35 0.029 0.324 5.110
H36 0.087 2.080 5.166
H37 0.168 -2.758 0.913
H38 -0.806 -3.664 2.057
H39 0.812 -3.121 2.514
H40 -1.852 -1.209 0.647
H41 -2.536 -0.426 2.079
H42 -2.682 -2.173 1.863
H43 -0.157 -1.979 4.575
H44 -1.716 -2.603 4.060
H45 -1.547 -0.890 4.406
C30 -4.692 3.047 -3.994
C31 -4.360 2.928 -2.547
C32 -5.248 3.068 -1.521
C33 -4.779 2.923 -0.203
N1 -3.512 2.610 0.065
C34 -2.642 2.505 -0.936
S1 -0.967 2.304 -0.661
N2 -3.070 2.669 -2.220
C35 -5.694 3.152 0.950
H46 -5.760 3.182 -4.135
H47 -4.372 2.154 -4.535
H48 -4.174 3.903 -4.433
H49 -6.285 3.299 -1.717
H50 -2.375 2.604 -2.953
H51 -6.617 2.582 0.838
H52 -5.982 4.206 0.973
H53 -5.196 2.903 1.882
O1 -9.136 -2.165 -0.743
C36 -8.550 -1.051 -1.192
O2 -9.135 -0.013 -1.277
C37 -7.090 -1.118 -1.551
C38 -6.690 -0.813 -2.853
C39 -5.351 -0.701 -3.150
C40 -4.381 -0.843 -2.131
S2 -2.735 -0.583 -2.517
C41 -4.799 -1.156 -0.824
C42 -6.140 -1.309 -0.544
H54 -8.555 -2.935 -0.784
H55 -7.438 -0.661 -3.620
H56 -5.025 -0.482 -4.158
H57 -4.062 -1.258 -0.042
H58 -6.462 -1.543 0.463

Atomic partial charges in e from the Löwdin method, atoms 1 to 99: number 1, Tl, carries 0.757; number 2, C, carries -0.047; number 3, C, carries -0.373; number 4, C, carries -0.070; number 5, C, carries -0.167; number 6, C, carries 0.008; number 7, C, carries -0.196; number 8, C, carries -0.373; number 9, C, carries -0.059; number 10, C, carries -0.035; number 11, C, carries -0.190; number 12, C, carries -0.177; number 13, C, carries 0.029; number 14, C, carries -0.375; number 15, C, carries -0.059; number 16, C, carries -0.024; number 17, C, carries -0.173; number 18, C, carries -0.022; number 19, C, carries -0.021; number 20, C, carries -0.036; number 21, C, carries -0.092; number 22, C, carries -0.265; number 23, P, carries 1.257; number 24, C, carries -0.638; number 25, C, carries -0.090; number 26, C, carries -0.090; number 27, C, carries -0.062; number 28, C, carries -0.661; number 29, C, carries -0.080; number 30, C, carries -0.104; number 31, C, carries -0.055; number 32, H, carries 0.087; number 33, H, carries 0.077; number 34, H, carries 0.092; number 35, H, carries 0.142; number 36, H, carries 0.083; number 37, H, carries 0.085; number 38, H, carries 0.087; number 39, H, carries 0.129; number 40, H, carries 0.114; number 41, H, carries 0.084; number 42, H, carries 0.038; number 43, H, carries 0.093; number 44, H, carries 0.087; number 45, H, carries 0.091; number 46, H, carries 0.077; number 47, H, carries 0.112; number 48, H, carries 0.078; number 49, H, carries 0.088; number 50, H, carries 0.088; number 51, H, carries 0.057; number 52, H, carries 0.096; number 53, H, carries 0.068; number 54, H, carries 0.091; number 55, H, carries 0.137; number 56, H, carries 0.125; number 57, H, carries 0.123; number 58, H, carries 0.082; number 59, H, carries 0.029; number 60, H, carries 0.085; number 61, H, carries 0.107; number 62, H, carries 0.029; number 63, H, carries 0.105; number 64, H, carries 0.073; number 65, H, carries 0.086; number 66, H, carries 0.067; number 67, H, carries 0.111; number 68, H, carries 0.043; number 69, H, carries 0.111; number 70, H, carries 0.093; number 71, H, carries 0.016; number 72, H, carries 0.071; number 73, H, carries 0.104; number 74, H, carries 0.080; number 75, H, carries 0.109; number 76, H, carries 0.074; number 77, C, carries 0.015; number 78, C, carries -0.250; number 79, C, carries 0.051; number 80, C, carries -0.270; number 81, N, carries 0.127; number 82, C, carries -0.785; number 83, S, carries 0.553; number 84, N, carries 0.103; number 85, C, carries 0.000; number 86, H, carries 0.099; number 87, H, carries 0.091; number 88, H, carries 0.107; number 89, H, carries 0.140; number 90, H, carries 0.147; number 91, H, carries 0.096; number 92, H, carries 0.106; number 93, H, carries 0.084; number 94, O, carries 0.160; number 95, C, carries -0.497; number 96, O, carries 0.163; number 97, C, carries -0.111; number 98, C, carries 0.010; number 99, C, carries -0.089

Record 2
ORCA calculation (wB97M-V/def2-TZVPD) on 6 unconnected molecules or ions with the total composition C42H59BNOS at a distorted geometry.

gap between HOMO and LUMO: 7.30 eV
charge: +1
molar mass: 636.82 u
largest force on an atom: 1.1 eV/A

Geometry (Å):
C1 -2.921 -8.708 2.544
C2 -2.172 -7.372 2.387
C3 -2.244 -6.829 0.965
C4 -1.588 -5.461 0.831
C5 -1.590 -4.904 -0.602
C6 -0.308 -5.214 -1.366
C7 -0.055 -4.352 -2.624
C8 -1.153 -3.374 -3.049
C9 -1.118 -2.010 -2.334
C10 -2.428 -1.579 -1.661
C11 -2.205 -0.826 -0.353
C12 -1.630 -1.761 0.701
S1 -0.900 -0.856 2.101
B1 0.476 -2.059 2.753
N1 0.309 -2.559 4.066
O1 1.522 -2.319 1.949
H1 -2.270 -9.497 2.908
H2 -3.774 -8.615 3.207
H3 -3.304 -9.033 1.578
H4 -1.126 -7.502 2.661
H5 -2.608 -6.636 3.062
H6 -3.299 -6.706 0.715
H7 -1.783 -7.536 0.277
H8 -0.572 -5.470 1.232
H9 -2.160 -4.773 1.464
H10 -1.770 -3.833 -0.542
H11 -2.452 -5.326 -1.120
H12 0.521 -5.070 -0.673
H13 -0.323 -6.265 -1.643
H14 0.875 -3.798 -2.504
H15 0.115 -5.023 -3.463
H16 -0.985 -3.185 -4.107
H17 -2.149 -3.806 -2.988
H18 -0.895 -1.240 -3.070
H19 -0.286 -1.967 -1.628
H20 -2.978 -0.918 -2.327
H21 -3.096 -2.422 -1.475
H22 -3.137 -0.418 0.031
H23 -1.500 -0.016 -0.552
H24 -0.865 -2.423 0.303
H25 -2.402 -2.387 1.143
H26 -0.182 0.126 1.523
H27 1.198 -2.944 4.376
H28 -0.360 -3.325 4.106
H29 1.370 -2.109 1.022
C13 -6.051 -2.637 0.506
C14 -5.262 -3.577 -0.142
C15 -5.715 -4.192 -1.301
C16 -6.960 -3.860 -1.816
C17 -7.749 -2.918 -1.171
C18 -7.297 -2.308 -0.009
H30 -5.700 -2.163 1.414
H31 -4.286 -3.835 0.258
H32 -5.101 -4.930 -1.801
H33 -7.316 -4.337 -2.720
H34 -8.720 -2.661 -1.573
H35 -7.917 -1.579 0.496
C19 2.239 0.225 -0.884
C20 2.263 -0.476 -2.084
C21 2.465 0.202 -3.277
C22 2.640 1.579 -3.268
C23 2.617 2.278 -2.069
C24 2.416 1.602 -0.874
H36 2.099 -0.301 0.055
H37 2.135 -1.552 -2.089
H38 2.486 -0.342 -4.212
H39 2.801 2.108 -4.198
H40 2.765 3.350 -2.067
H41 2.410 2.145 0.063
C25 0.642 4.340 0.460
C26 -0.127 3.200 0.641
C27 -1.038 3.139 1.687
C28 -1.194 4.216 2.547
C29 -0.427 5.357 2.361
C30 0.492 5.417 1.322
H42 1.353 4.393 -0.354
H43 -0.018 2.364 -0.042
H44 -1.644 2.249 1.826
H45 -1.908 4.168 3.358
H46 -0.545 6.201 3.027
H47 1.092 6.307 1.181
C31 6.698 4.231 0.275
C32 7.954 3.713 0.559
C33 8.207 2.362 0.369
C34 7.206 1.529 -0.110
C35 5.951 2.046 -0.396
C36 5.697 3.396 -0.201
H48 6.501 5.285 0.423
H49 8.736 4.364 0.927
H50 9.186 1.959 0.593
H51 7.406 0.476 -0.261
H52 5.171 1.397 -0.772
H53 4.717 3.802 -0.422
C37 3.263 11.311 0.270
C38 3.323 10.269 1.184
C39 2.295 9.340 1.244
C40 1.209 9.449 0.385
C41 1.150 10.491 -0.530
C42 2.176 11.423 -0.586
H54 4.064 12.038 0.225
H55 4.171 10.182 1.851
H56 2.340 8.530 1.962
H57 0.406 8.724 0.429
H58 0.304 10.576 -1.199
H59 2.129 12.238 -1.296

Atomic partial charges in e from the Löwdin method, atoms 1 to 99: number 1, C, carries -0.096; number 2, C, carries -0.263; number 3, C, carries -0.230; number 4, C, carries -0.221; number 5, C, carries -0.220; number 6, C, carries -0.172; number 7, C, carries -0.183; number 8, C, carries -0.189; number 9, C, carries -0.189; number 10, C, carries -0.189; number 11, C, carries -0.224; number 12, C, carries -0.406; number 13, S, carries 1.177; number 14, B, carries -0.761; number 15, N, carries 0.166; number 16, O, carries 0.171; number 17, H, carries 0.068; number 18, H, carries 0.068; number 19, H, carries 0.068; number 20, H, carries 0.104; number 21, H, carries 0.101; number 22, H, carries 0.117; number 23, H, carries 0.123; number 24, H, carries 0.110; number 25, H, carries 0.092; number 26, H, carries 0.049; number 27, H, carries 0.114; number 28, H, carries 0.102; number 29, H, carries 0.114; number 30, H, carries 0.094; number 31, H, carries 0.107; number 32, H, carries 0.110; number 33, H, carries 0.107; number 34, H, carries 0.115; number 35, H, carries 0.081; number 36, H, carries 0.125; number 37, H, carries 0.089; number 38, H, carries 0.122; number 39, H, carries 0.109; number 40, H, carries 0.064; number 41, H, carries 0.089; number 42, H, carries -0.008; number 43, H, carries 0.107; number 44, H, carries 0.104; number 45, H, carries 0.085; number 46, C, carries -0.099; number 47, C, carries -0.117; number 48, C, carries -0.093; number 49, C, carries -0.082; number 50, C, carries -0.081; number 51, C, carries -0.087; number 52, H, carries 0.097; number 53, H, carries 0.077; number 54, H, carries 0.099; number 55, H, carries 0.106; number 56, H, carries 0.107; number 57, H, carries 0.105; number 58, C, carries -0.102; number 59, C, carries -0.098; number 60, C, carries -0.075; number 61, C, carries -0.065; number 62, C, carries -0.088; number 63, C, carries -0.130; number 64, H, carries 0.079; number 65, H, carries 0.090; number 66, H, carries 0.109; number 67, H, carries 0.111; number 68, H, carries 0.102; number 69, H, carries 0.099; number 70, C, carries -0.084; number 71, C, carries -0.112; number 72, C, carries -0.110; number 73, C, carries -0.085; number 74, C, carries -0.075; number 75, C, carries -0.071; number 76, H, carries 0.093; number 77, H, carries 0.079; number 78, H, carries 0.078; number 79, H, carries 0.106; number 80, H, carries 0.108; number 81, H, carries 0.090; number 82, C, carries -0.092; number 83, C, carries -0.091; number 84, C, carries -0.092; number 85, C, carries -0.093; number 86, C, carries -0.095; number 87, C, carries -0.098; number 88, H, carries 0.102; number 89, H, carries 0.103; number 90, H, carries 0.103; number 91, H, carries 0.100; number 92, H, carries 0.082; number 93, H, carries 0.085; number 94, C, carries -0.092; number 95, C, carries -0.096; number 96, C, carries -0.106; number 97, C, carries -0.106; number 98, C, carries -0.095; number 99, C, carries -0.092